Record 1
C28H34IrN6O | the ωB97M-V functional and the def2-TZVPD basis

The geometry in XYZ format:
```
70
Properties=species:S:1:pos:R:3:forces:R:3:mulliken_charge:R:1
Ir 0.28564 0.08552 -0.47127 -0.371 0.449 -0.022 1.66
C 1.56696 2.59652 -0.29399 0.081 0.012 -0.064 -1.51
N 0.79124 1.85719 -1.34430 0.106 0.057 0.171 -0.17
C 1.71051 1.59731 -2.50753 -0.012 -0.073 -0.027 -1.22
C 1.48894 0.23555 -3.09387 -0.008 0.015 0.044 1.20
C 1.80119 -0.09463 -4.39611 0.036 -0.018 -0.011 -1.12
C 1.67241 -1.41707 -4.80142 -0.004 0.006 0.017 -0.43
C 1.22570 -2.36327 -3.89094 0.013 0.014 0.004 -1.02
C 0.90724 -1.95885 -2.60958 0.036 -0.023 -0.031 0.25
N 1.04512 -0.68516 -2.21908 -0.054 -0.094 0.079 0.42
C -0.46822 2.54882 -1.75942 -0.005 -0.008 -0.105 -1.38
C -1.55008 1.55054 -2.11116 -0.047 0.063 -0.065 1.04
C -2.64082 1.89321 -2.89075 0.108 0.007 0.002 -0.89
C -3.62345 0.94432 -3.12761 -0.037 -0.104 0.018 -0.53
C -3.48696 -0.33088 -2.58929 -0.026 0.056 -0.060 -1.00
C -2.37795 -0.60960 -1.81935 0.069 0.151 -0.048 -0.30
N -1.44098 0.32060 -1.57449 0.020 -0.242 0.199 0.07
C 2.54625 1.63188 0.34037 -0.030 -0.025 0.014 1.09
C 3.76210 2.02284 0.86035 -0.008 -0.005 -0.027 -0.89
C 4.57494 1.06914 1.46436 0.000 -0.019 -0.001 -0.56
C 4.15433 -0.25106 1.51140 0.010 0.021 -0.003 -0.78
C 2.93029 -0.58211 0.96001 0.026 0.014 -0.048 -0.18
N 2.14030 0.34092 0.40053 0.025 -0.005 -0.063 0.37
H 0.86537 2.95774 0.45745 -0.018 0.025 -0.042 0.43
H 2.08187 3.45609 -0.72758 0.000 -0.001 0.008 0.67
H 2.73107 1.62415 -2.12133 0.015 0.025 -0.033 0.46
H 1.62356 2.39306 -3.24677 -0.049 -0.009 -0.003 0.48
H 2.15099 0.66685 -5.08020 0.002 -0.002 -0.004 0.54
H 1.91767 -1.70254 -5.81571 -0.002 0.002 -0.001 0.48
H 1.11380 -3.40157 -4.16866 0.000 0.000 -0.003 0.51
H 0.53237 -2.64135 -1.86042 -0.004 0.008 -0.029 0.18
H -0.27572 3.20696 -2.60772 -0.002 0.038 0.035 0.50
H -0.79873 3.17987 -0.93227 -0.026 -0.071 0.045 0.48
H -2.71686 2.88881 -3.30801 -0.002 -0.006 -0.011 0.58
H -4.48469 1.19303 -3.73351 0.001 -0.002 -0.001 0.47
H -4.22608 -1.09840 -2.77002 -0.007 0.005 0.009 0.51
H -2.20520 -1.57993 -1.37362 -0.023 -0.010 -0.064 0.58
H 4.07343 3.05687 0.79264 0.004 0.000 0.011 0.57
H 5.53104 1.35578 1.88193 -0.001 0.002 0.003 0.48
H 4.76644 -1.01926 1.96213 0.001 -0.001 -0.004 0.52
H 2.55042 -1.59465 0.95320 -0.010 0.004 0.004 0.24
C 0.87335 -4.27426 0.94276 0.011 -0.027 -0.017 -0.82
N -0.34291 -3.68321 1.50908 -0.006 -0.012 0.079 0.10
C -1.09122 -4.47631 2.50472 0.038 0.009 0.003 -1.04
C -0.71287 -2.47397 1.14863 -0.082 -0.042 -0.205 0.54
C -1.97527 -1.87729 1.68688 0.080 0.106 -0.044 -1.03
O 0.00463 -1.85344 0.28965 0.127 -0.054 0.148 -1.13
H 0.84820 -5.34690 1.10274 -0.010 0.000 0.005 0.45
H 1.76210 -3.86995 1.42837 -0.007 -0.005 0.010 0.30
H 0.92868 -4.08195 -0.12450 0.002 0.011 0.007 0.20
H -0.50537 -5.35756 2.74178 -0.001 0.000 0.005 0.35
H -2.05149 -4.79657 2.10462 -0.001 -0.013 0.000 0.37
H -1.23572 -3.91233 3.42279 -0.011 0.007 -0.003 0.40
H -2.61126 -2.58957 2.19849 0.003 -0.033 -0.029 0.60
H -2.53124 -1.43826 0.85867 0.006 0.048 0.062 0.17
H -1.72169 -1.07880 2.38297 -0.022 0.035 0.072 0.20
C -2.39255 2.82745 4.72934 -0.002 0.002 -0.001 -1.42
C -1.76797 2.20090 3.52752 0.020 -0.004 -0.003 0.71
C -0.47176 1.68858 3.53791 -0.007 0.005 -0.004 -1.20
C 0.06674 1.12404 2.40116 -0.020 -0.088 0.037 -0.32
N -0.60023 1.02817 1.23375 0.100 -0.193 0.036 0.99
C -1.86018 1.51077 1.22239 -0.011 0.011 -0.005 -0.23
C -2.45701 2.09033 2.31791 -0.016 0.002 -0.007 -0.87
H -1.73482 2.79115 5.59390 0.000 0.000 -0.001 0.39
H -3.32823 2.32417 4.97744 0.000 0.000 -0.001 0.38
H -2.63833 3.87068 4.52228 0.002 0.000 0.002 0.36
H 0.12831 1.72351 4.43767 -0.002 0.002 -0.002 0.43
H 1.06739 0.71970 2.43022 -0.034 -0.007 0.005 0.46
H -2.42189 1.41487 0.30600 0.034 -0.016 -0.048 0.37
H -3.47286 2.45283 2.22646 0.002 0.004 0.004 0.53
```
Forces are in eV/Å.

- total charge = +3
- LUMO (eV) = -8.23
- E_HOMO (Eh) = -0.65427
- relative energy (zero: lowest compared OMol25 entry of this formula, charge and spin) (kJ/mol) = 0.0
- energy (eV) = -43394.6523
- multiplicity = 1

***

Record 2
C28H34MnN7SSi2 | the ωB97M-V functional and the def2-TZVPD basis

The geometry in XYZ format:
```
73
Properties=species:S:1:pos:R:3:forces:R:3:mulliken_charge:R:1
Mn -0.45483 0.65483 0.37053 -0.723 0.039 0.517 0.59
C 0.41066 -5.01769 -0.62229 -0.012 0.033 0.004 -0.74
C 0.46573 -3.91453 -1.46067 0.004 -0.020 -0.004 -0.51
C -0.10638 -2.71011 -1.08271 -0.023 0.046 -0.011 0.17
C -0.73445 -2.54514 0.15420 0.071 -0.076 -0.011 -1.09
C -0.77534 -3.67246 0.99466 -0.007 0.037 0.005 -0.34
C -0.21956 -4.87956 0.60956 0.002 -0.024 0.003 -0.60
N -1.21142 -1.29024 0.54754 -0.298 0.070 0.119 1.22
C -2.34789 -1.26098 1.33677 0.037 0.474 -0.023 -0.02
C -3.38383 -2.21230 1.38657 -0.042 -0.264 -0.004 -0.57
C -4.50565 -2.02572 2.17807 0.156 -0.106 -0.128 -0.70
C -4.66118 -0.87830 2.95075 0.089 0.174 0.042 -0.65
C -3.68226 0.09971 2.90055 -0.086 -0.018 0.060 -0.75
C -2.55658 -0.07894 2.10107 -0.006 -0.334 -0.036 0.17
N -1.57232 0.87143 1.90219 0.944 0.337 -0.814 2.06
N -1.61604 1.98013 2.62207 0.096 0.098 -0.119 -1.62
C -0.69050 2.84193 2.15879 -0.269 -0.209 0.183 -0.31
C -0.53789 4.10362 2.77921 0.111 0.137 -0.042 -0.67
C 0.38092 4.98524 2.28810 -0.148 0.029 0.185 -0.45
C 1.16594 4.61679 1.18206 0.002 -0.262 -0.154 -0.95
C 0.97584 3.37372 0.63536 0.205 0.370 -0.041 -0.56
N 0.07619 2.48512 1.08911 -0.375 -0.712 -0.005 0.93
H 0.86000 -5.95900 -0.91250 0.000 0.001 0.002 0.38
H 0.96919 -3.97987 -2.41844 -0.001 0.006 0.002 0.39
H -0.04501 -1.86220 -1.74582 -0.009 -0.034 0.021 0.07
H -1.21720 -3.57920 1.97822 -0.004 0.000 0.006 0.50
H -0.25871 -5.71956 1.29433 0.000 0.005 -0.001 0.34
H -3.29744 -3.11356 0.79367 -0.014 -0.005 -0.009 0.48
H -5.27624 -2.78823 2.18341 0.006 -0.004 -0.009 0.38
H -5.54279 -0.74218 3.56410 0.002 0.007 0.000 0.38
H -3.76727 1.02373 3.45639 -0.001 -0.003 -0.005 0.45
H -1.17232 4.33103 3.62407 -0.002 0.006 0.006 0.50
H 0.50319 5.95895 2.74746 -0.001 0.001 -0.001 0.38
H 1.90642 5.28248 0.76214 0.006 0.001 -0.004 0.45
H 1.55906 3.04739 -0.20999 0.014 -0.003 -0.022 0.12
C 1.45519 -1.49098 2.50883 0.015 -0.004 0.063 -1.59
Si 1.63314 -0.21284 1.11921 -0.062 0.160 -0.031 1.12
C 2.83594 1.05724 1.86854 0.023 0.006 -0.031 -1.49
C 2.65304 -1.01949 -0.26801 0.002 -0.022 -0.030 0.59
C 3.68467 -1.93681 -0.05501 -0.021 0.010 0.013 -0.73
C 4.41762 -2.44682 -1.11646 0.005 0.000 -0.031 -0.62
C 4.13878 -2.02600 -2.41272 0.017 -0.019 0.023 -0.85
C 3.11904 -1.11144 -2.63452 -0.019 0.006 -0.003 -0.64
C 2.35612 -0.61059 -1.57769 0.028 -0.028 0.005 0.02
Si 0.87955 0.58624 -1.72719 -0.078 0.017 0.140 1.47
C 1.66870 2.16038 -2.49492 0.039 0.011 0.012 -1.73
C -0.04033 -0.00799 -3.34629 -0.001 0.017 -0.019 -2.44
H 2.38805 -1.57425 3.07648 0.008 -0.012 -0.005 0.54
H 1.20394 -2.47683 2.11851 -0.009 -0.012 -0.009 0.33
H 0.66381 -1.19277 3.20186 0.015 0.014 -0.011 0.28
H 3.71819 0.53007 2.24637 0.009 0.001 -0.002 0.45
H 2.37928 1.60284 2.69900 -0.007 -0.014 -0.004 0.34
H 3.17830 1.79103 1.13554 -0.004 -0.004 -0.001 0.36
H 3.90973 -2.27192 0.95355 0.000 0.002 0.001 0.36
H 5.20412 -3.17200 -0.93902 0.001 -0.001 -0.001 0.38
H 4.71237 -2.41744 -3.24586 0.002 -0.002 0.000 0.37
H 2.91088 -0.79675 -3.65417 -0.003 0.001 0.000 0.28
H 1.98731 1.94240 -3.52017 0.006 -0.005 0.001 0.38
H 2.55861 2.48380 -1.94862 -0.007 0.005 0.009 0.44
H 0.96884 3.00149 -2.53189 -0.008 -0.008 -0.004 0.32
H 0.64784 -0.58592 -3.97055 -0.003 -0.004 0.005 0.55
H -0.33291 0.85845 -3.95458 0.012 0.006 0.006 0.41
H -0.91980 -0.64364 -3.19653 -0.012 0.006 -0.001 0.52
N -2.25978 0.87067 -0.88214 0.339 -0.025 0.165 0.08
N -2.42262 1.61618 -2.08122 0.039 -0.030 -0.045 -0.85
C -2.36139 2.97384 -2.02134 0.012 -0.017 0.016 0.26
N -2.14965 3.55256 -3.23971 -0.002 -0.022 0.024 -0.39
S -2.53858 3.84573 -0.63015 -0.103 0.012 -0.025 -0.37
H -2.30345 -0.11571 -1.13470 -0.064 0.019 0.020 0.31
H -3.06560 1.05948 -0.28716 0.060 0.111 0.021 0.41
H -1.90961 1.18003 -2.83571 0.043 0.030 0.010 0.26
H -2.31620 3.02592 -4.08121 0.004 -0.003 -0.002 0.20
H -2.29318 4.54551 -3.27891 -0.001 0.004 0.010 0.23
```
Forces are in eV/Å.

- total charge = -1
- LUMO (spin up / spin down) (eV) = 2.47 / 2.47
- E_HOMO (spin up / spin down) (Eh) = -0.13758 / -0.14061
- relative energy (zero: lowest compared OMol25 entry of this formula, charge and spin) (kJ/mol) = 0.0
- energy (eV) = -97931.2516
- multiplicity = 2